ORCA calculation (ωB97M-V with the def2-TZVPD basis set) on 8 unconnected molecules or ions with the total composition C33H72ClO29P4 in a non-equilibrium geometry.

Output
**Spin multiplicity**: 2
**Orbital gap (spin up / spin down)**: 10.42 / 3.75 eV

The geometry in XYZ format:
```
139
C33H72ClO29P4 | the Open Molecules 2025 dataset | ωB97M-V with the def2-TZVPD basis set
Cl -12.409 -28.753 10.125
O -13.645 -29.266 9.768
O -11.499 -29.032 9.055
O -12.391 -27.329 10.337
O -11.875 -29.390 11.298
C -15.792 -26.843 12.251
C -14.570 -26.431 13.001
O -14.085 -25.252 12.329
C -14.820 -25.065 11.221
O -14.661 -24.186 10.385
O -15.779 -26.022 11.181
H -16.699 -26.918 12.851
H -15.595 -27.872 11.949
H -13.782 -27.184 12.975
H -14.833 -26.192 14.032
C -14.749 -26.273 7.697
C -13.755 -27.022 6.898
O -14.575 -27.765 6.005
C -15.839 -27.275 6.140
O -16.732 -27.592 5.407
O -15.938 -26.397 7.066
H -14.454 -25.226 7.772
H -14.813 -26.655 8.715
H -13.181 -27.687 7.545
H -13.140 -26.272 6.402
C -17.797 -28.914 9.852
C -16.824 -29.781 9.042
O -17.626 -30.883 8.708
C -18.902 -30.675 9.146
O -19.803 -31.481 8.984
O -19.057 -29.469 9.564
H -17.722 -27.854 9.613
H -17.544 -28.932 10.912
H -16.024 -30.153 9.683
H -16.378 -29.348 8.147
C -15.135 -31.397 11.905
C -16.363 -32.155 11.561
O -16.395 -33.345 12.339
P -17.823 -34.139 12.365
O -18.692 -33.832 13.523
O -18.520 -33.814 10.912
C -18.033 -34.347 9.721
C -18.980 -35.458 9.306
O -17.307 -35.687 12.206
C -16.522 -36.264 13.281
C -15.038 -35.856 13.000
H -14.282 -31.753 11.327
H -15.309 -30.338 11.713
H -14.985 -31.583 12.969
H -17.233 -31.517 11.717
H -16.420 -32.394 10.499
H -17.863 -33.651 8.900
H -17.048 -34.771 9.916
H -18.773 -36.387 9.837
H -19.985 -35.056 9.431
H -18.735 -35.766 8.290
H -16.877 -36.021 14.283
H -16.540 -37.354 13.277
H -14.857 -34.795 13.172
H -14.393 -36.476 13.622
H -14.719 -36.108 11.989
C -15.664 -29.999 1.867
C -14.731 -31.176 2.235
O -13.423 -30.723 2.407
P -12.339 -31.766 3.055
O -10.933 -31.313 2.954
O -12.955 -31.766 4.519
C -12.813 -30.604 5.272
C -13.553 -30.845 6.618
O -12.775 -33.195 2.406
C -11.793 -34.116 1.995
C -12.347 -35.502 1.564
H -15.422 -29.325 1.045
H -16.636 -30.344 1.514
H -15.797 -29.337 2.722
H -15.118 -31.603 3.160
H -14.757 -31.989 1.510
H -11.769 -30.301 5.356
H -13.358 -29.848 4.709
H -14.618 -30.962 6.416
H -13.186 -31.605 7.308
H -13.462 -29.978 7.273
H -11.301 -33.738 1.099
H -10.923 -34.131 2.651
H -12.730 -35.990 2.460
H -13.109 -35.499 0.785
H -11.501 -36.089 1.207
C -4.887 -25.060 3.036
C -5.285 -26.516 3.119
O -5.117 -26.756 4.499
P -5.812 -28.132 5.132
O -5.294 -28.626 6.423
O -5.622 -29.158 3.842
C -4.333 -29.536 3.404
C -3.794 -30.746 4.084
O -7.458 -27.962 5.146
C -8.303 -28.507 6.112
C -9.688 -27.866 5.815
H -5.229 -24.711 2.062
H -5.232 -24.433 3.858
H -3.803 -24.961 2.969
H -6.308 -26.547 2.746
H -4.665 -27.078 2.421
H -4.392 -29.749 2.337
H -3.665 -28.679 3.485
H -4.539 -31.540 4.121
H -2.965 -31.231 3.570
H -3.404 -30.469 5.064
H -8.350 -29.590 5.995
H -7.896 -28.192 7.073
H -9.652 -26.778 5.754
H -10.032 -28.232 4.847
H -10.483 -28.188 6.487
C -6.316 -32.507 7.093
C -7.421 -31.645 7.616
O -8.007 -32.108 8.832
P -7.200 -31.645 10.193
O -5.834 -32.226 10.263
O -8.238 -32.034 11.404
C -7.804 -31.753 12.722
C -8.330 -30.419 13.251
O -7.234 -30.024 10.209
C -8.446 -29.338 9.917
C -8.192 -27.855 9.735
H -5.810 -32.044 6.246
H -5.517 -32.719 7.803
H -6.736 -33.437 6.708
H -6.945 -30.691 7.843
H -8.252 -31.536 6.919
H -8.239 -32.514 13.370
H -6.717 -31.686 12.766
H -9.404 -30.452 13.071
H -8.279 -30.381 14.339
H -7.906 -29.546 12.755
H -8.967 -29.679 9.023
H -9.168 -29.390 10.732
H -7.860 -27.363 10.649
H -7.560 -27.649 8.872
H -9.127 -27.342 9.511
```


ORCA calculation (ωB97M-V with the def2-TZVPD basis set) on a molecular structure, C33H72N2O5OsSSi5Te.

Output
**Spin multiplicity**: 5
**Orbital gap (spin up / spin down)**: 6.85 / 6.26 eV
**Energy relative to the best compared isomer or geometry (same formula, charge and spin)**: 108.68 kJ/mol

The geometry in XYZ format:
```
120
C33H72N2O5OsSSi5Te | the Open Molecules 2025 dataset | ωB97M-V with the def2-TZVPD basis set
Os -0.410 -0.561 0.229
C 3.989 -1.913 3.386
C 3.431 -1.662 1.987
C 4.285 -0.628 1.262
C 3.380 -2.964 1.204
O 2.055 -1.206 2.062
Si 1.376 -0.084 3.056
S -0.669 0.020 2.444
O 2.181 1.307 2.821
C 2.436 2.478 3.618
C 1.122 2.992 4.196
C 3.032 3.494 2.657
C 3.431 2.144 4.724
O 1.495 -0.458 4.642
C 0.736 -1.259 5.565
C 0.361 -2.592 4.924
C 1.651 -1.482 6.759
C -0.511 -0.499 6.000
H 5.004 -2.309 3.308
H 3.371 -2.636 3.924
H 4.020 -0.987 3.968
H 5.310 -0.997 1.162
H 4.297 0.309 1.820
H 3.877 -0.434 0.271
H 4.392 -3.319 0.993
H 2.855 -2.804 0.258
H 2.843 -3.733 1.767
H 0.396 3.143 3.392
H 1.277 3.938 4.719
H 0.708 2.264 4.901
H 2.332 3.685 1.839
H 3.960 3.106 2.232
H 3.245 4.433 3.175
H 3.032 1.356 5.363
H 3.633 3.030 5.332
H 4.372 1.797 4.287
H 1.261 -3.115 4.590
H -0.287 -2.426 4.061
H -0.164 -3.225 5.643
H 2.562 -1.999 6.445
H 1.146 -2.084 7.518
H 1.931 -0.522 7.200
H -1.144 -0.270 5.142
H -0.229 0.438 6.487
H -1.086 -1.101 6.709
C 2.774 -2.849 -3.791
O 2.973 -2.036 -2.626
C 1.925 -1.447 -2.035
O 2.080 -0.656 -1.142
N 0.697 -1.803 -2.545
N -0.435 -1.274 -1.898
H 3.762 -3.024 -4.203
H 2.159 -2.335 -4.529
H 2.325 -3.810 -3.527
H 0.561 -2.752 -2.857
H -1.085 -2.044 -1.823
H -0.839 -0.540 -2.462
C -4.799 1.307 -1.952
Si -3.841 2.921 -2.016
C -4.684 4.051 -3.258
C -3.935 3.722 -0.326
Si -1.598 2.558 -2.579
Te -0.364 1.916 -0.475
Si -0.441 4.555 -3.026
C -1.141 5.589 -4.431
C -0.460 5.623 -1.483
C 1.338 4.123 -3.441
Si -1.525 1.236 -4.520
C -2.285 2.239 -5.920
C -2.528 -0.367 -4.550
C 0.238 0.822 -5.033
H -5.794 1.469 -1.527
H -4.281 0.570 -1.325
H -4.925 0.873 -2.949
H -5.718 4.251 -2.956
H -4.706 3.608 -4.260
H -4.162 5.012 -3.333
H -4.974 3.854 -0.008
H -3.450 4.706 -0.331
H -3.420 3.107 0.419
H -2.191 5.848 -4.255
H -1.086 5.064 -5.390
H -0.576 6.522 -4.528
H -1.479 5.952 -1.244
H 0.164 6.512 -1.616
H -0.082 5.063 -0.622
H 1.423 3.726 -4.458
H 1.715 3.361 -2.750
H 1.987 5.001 -3.365
H -3.346 2.437 -5.732
H -2.207 1.693 -6.867
H -1.788 3.206 -6.043
H -3.591 -0.145 -4.413
H -2.261 -1.114 -3.797
H -2.408 -0.833 -5.533
H 0.735 1.726 -5.401
H 0.251 0.077 -5.835
H 0.838 0.446 -4.197
C -3.297 -2.709 0.725
C -1.969 -3.357 1.067
C -2.043 -4.186 2.332
C -0.739 -2.609 0.710
C -1.164 -3.913 -0.124
C -0.176 -4.983 0.054
C 0.367 -5.646 -1.006
C -0.092 -5.419 -2.326
C -1.209 -4.584 -2.511
C -1.757 -3.885 -1.466
H -3.709 -2.253 1.630
H -4.026 -3.435 0.349
H -3.178 -1.910 -0.009
H -2.410 -3.567 3.156
H -1.074 -4.586 2.629
H -2.734 -5.024 2.202
H 0.097 -2.879 1.356
H 0.187 -5.191 1.053
H 1.141 -6.386 -0.832
H 0.346 -5.949 -3.162
H -1.674 -4.523 -3.491
H -2.711 -3.388 -1.610
```


ORCA calculation (ωB97M-V with the def2-TZVPD basis set) on 4 unconnected molecules or ions with the total composition C33H72N4O3 in a non-equilibrium geometry.

Output
**Orbital gap**: 7.13 eV
**Charge**: +2
**Energy relative to the best compared isomer or geometry (same formula, charge and spin)**: 161.07 kJ/mol

The geometry in XYZ format:
```
112
C33H72N4O3 | the Open Molecules 2025 dataset | ωB97M-V with the def2-TZVPD basis set
N -0.835 -1.283 0.399
O -1.900 -0.901 0.062
O -0.243 -2.161 -0.229
O -0.420 -0.863 1.480
C -0.203 5.659 -1.808
C -1.189 6.162 -0.690
C -1.404 5.127 0.496
C -2.290 5.696 1.644
N -3.647 4.952 1.853
C -4.355 5.729 3.003
C -3.994 5.101 4.328
C -3.119 3.842 3.942
C -3.535 3.578 2.517
C -4.494 4.763 0.630
C -4.998 5.992 -0.218
C -5.746 5.441 -1.430
H -0.402 4.637 -2.132
H 0.839 5.532 -1.514
H -0.219 6.267 -2.712
H -2.122 6.411 -1.196
H -0.871 7.066 -0.171
H -0.385 4.868 0.785
H -1.740 4.225 -0.015
H -2.573 6.673 1.253
H -1.757 5.914 2.570
H -5.437 5.731 2.879
H -4.114 6.790 2.934
H -4.848 4.868 4.965
H -3.358 5.807 4.863
H -3.366 2.966 4.541
H -2.051 4.056 3.952
H -4.475 3.027 2.464
H -2.813 2.925 2.026
H -5.387 4.241 0.973
H -3.961 4.022 0.033
H -4.190 6.520 -0.725
H -5.654 6.669 0.330
H -5.026 4.935 -2.073
H -6.201 6.212 -2.052
H -6.505 4.677 -1.262
C 3.254 -4.629 1.411
C 4.488 -5.013 2.318
C 5.120 -3.834 2.999
C 4.050 -3.259 4.015
N 4.367 -1.919 4.764
C 4.521 -0.793 3.653
C 4.023 0.418 4.390
C 2.681 -0.031 4.989
C 3.126 -1.403 5.610
C 5.641 -1.963 5.587
C 5.609 -2.982 6.735
C 7.023 -3.226 7.295
H 2.225 -4.681 1.766
H 3.273 -5.400 0.641
H 3.381 -3.634 0.985
H 5.181 -5.489 1.623
H 4.210 -5.673 3.139
H 5.331 -3.104 2.218
H 6.065 -4.083 3.482
H 3.964 -3.924 4.874
H 3.143 -3.007 3.464
H 5.596 -0.703 3.496
H 3.968 -1.111 2.769
H 4.705 0.774 5.162
H 3.794 1.318 3.819
H 2.310 0.616 5.784
H 1.869 -0.014 4.262
H 3.377 -1.251 6.660
H 2.270 -2.073 5.522
H 5.808 -0.991 6.051
H 6.373 -2.134 4.797
H 5.236 -3.951 6.405
H 4.986 -2.825 7.616
H 7.034 -3.764 8.243
H 7.547 -2.343 7.662
H 7.613 -3.741 6.537
C 1.261 0.365 -7.014
C 0.435 -0.099 -5.866
C -0.501 -1.242 -6.332
C -1.246 -1.725 -5.131
N -1.974 -3.051 -5.330
C -3.101 -2.736 -6.315
C -4.340 -2.171 -5.587
C -4.176 -2.636 -4.137
C -2.893 -3.419 -4.090
C -1.078 -4.218 -5.828
C 0.038 -4.420 -4.751
C 0.970 -5.603 -5.101
H 1.848 1.239 -6.732
H 0.622 0.528 -7.882
H 1.920 -0.424 -7.378
H 0.038 0.758 -5.321
H 1.083 -0.479 -5.075
H 0.024 -2.085 -6.781
H -1.248 -0.893 -7.044
H -1.978 -0.985 -4.807
H -0.619 -1.829 -4.246
H -3.461 -3.682 -6.720
H -2.847 -2.148 -7.197
H -5.336 -2.425 -5.950
H -4.366 -1.082 -5.553
H -5.011 -3.266 -3.831
H -4.151 -1.832 -3.401
H -3.155 -4.476 -4.067
H -2.362 -3.200 -3.164
H -0.775 -4.100 -6.868
H -1.774 -5.057 -5.790
H -0.293 -4.332 -3.716
H 0.652 -3.541 -4.946
H 1.401 -6.051 -4.206
H 1.756 -5.252 -5.771
H 0.467 -6.479 -5.510
```


ORCA calculation (ωB97M-V with the def2-TZVPD basis set) on 8 unconnected molecules or ions with the total composition C33H72O14 in a non-equilibrium geometry.

Output
**SMILES string**: COCCOCCOC.COCCOCCOC.COCCOCCOC.CC(C)=O.CC(C)=O.CC(C)=O.CC(C)=O.CC(C)=O
**Orbital gap**: 9.83 eV

The geometry in XYZ format:
```
119
C33H72O14 | the Open Molecules 2025 dataset | ωB97M-V with the def2-TZVPD basis set
C 0.975 3.929 -0.290
O -0.333 3.360 -0.169
C -1.229 4.380 -0.424
C -2.684 3.941 -0.322
O -3.508 3.979 -1.519
C -3.269 2.910 -2.417
C -3.682 1.514 -1.929
O -2.539 0.805 -1.384
C -2.875 -0.525 -0.974
H 1.117 4.368 -1.272
H 1.638 3.111 -0.135
H 1.067 4.648 0.503
H -1.057 4.826 -1.412
H -0.990 5.203 0.270
H -3.161 4.622 0.357
H -2.674 2.895 0.026
H -2.160 2.911 -2.592
H -3.794 3.173 -3.266
H -4.131 0.859 -2.707
H -4.402 1.604 -1.098
H -1.959 -0.973 -0.541
H -3.212 -1.067 -1.913
H -3.648 -0.526 -0.191
C -3.071 -2.623 -5.328
O -4.218 -1.930 -5.706
C -3.879 -0.684 -6.189
C -5.169 0.057 -6.408
O -5.811 0.347 -5.158
C -6.956 -0.387 -4.851
C -7.947 0.597 -4.186
O -7.179 1.077 -3.082
C -7.701 2.255 -2.412
H -3.331 -3.605 -5.002
H -2.592 -2.178 -4.467
H -2.273 -2.673 -6.068
H -3.239 -0.767 -7.063
H -3.345 -0.136 -5.416
H -5.900 -0.448 -7.015
H -4.980 0.988 -6.978
H -6.749 -1.243 -4.124
H -7.430 -0.850 -5.773
H -8.852 0.168 -3.717
H -8.193 1.388 -4.890
H -7.859 2.012 -1.343
H -8.590 2.692 -2.833
H -6.958 3.045 -2.462
C 3.574 2.342 2.495
O 3.782 1.709 1.245
C 5.145 1.627 0.796
C 5.192 0.722 -0.433
O 6.531 0.553 -0.905
C 7.236 -0.491 -0.224
C 7.559 -1.691 -1.036
O 6.451 -2.576 -0.915
C 6.710 -3.759 -1.662
H 3.987 3.321 2.660
H 3.930 1.681 3.316
H 2.459 2.444 2.635
H 5.758 1.143 1.584
H 5.440 2.654 0.563
H 4.549 1.133 -1.233
H 4.752 -0.233 -0.200
H 6.765 -0.871 0.691
H 8.174 -0.007 0.080
H 8.559 -2.087 -0.845
H 7.636 -1.340 -2.104
H 5.758 -4.362 -1.586
H 7.560 -4.289 -1.242
H 6.995 -3.574 -2.741
C 5.850 -3.937 1.810
C 4.731 -2.883 1.455
C 3.523 -3.347 0.681
O 4.903 -1.744 1.776
H 5.536 -4.351 2.761
H 6.809 -3.502 1.979
H 5.837 -4.857 1.130
H 3.731 -4.027 -0.057
H 2.973 -2.515 0.272
H 2.914 -3.886 1.457
C 0.075 3.376 4.436
C -0.965 4.224 3.687
C -2.459 3.833 3.995
O -0.706 5.216 3.030
H -0.073 3.604 5.526
H 1.005 3.823 4.084
H -0.104 2.369 4.231
H -2.737 2.811 3.623
H -3.160 4.499 3.533
H -2.632 3.983 5.038
C -0.222 0.676 1.861
C 0.404 -0.370 1.014
C 0.966 0.091 -0.289
O 0.452 -1.546 1.296
H 0.464 1.512 2.025
H -0.627 0.275 2.789
H -1.080 1.123 1.321
H 1.683 -0.538 -0.676
H 1.409 1.090 -0.173
H 0.190 0.300 -1.023
C 1.493 -2.708 5.276
C 2.280 -1.486 5.689
C 2.806 -0.563 4.622
O 2.456 -1.297 6.880
H 0.717 -2.375 4.662
H 1.007 -3.294 6.034
H 2.137 -3.410 4.685
H 3.242 0.260 5.208
H 1.978 -0.261 3.999
H 3.562 -1.059 4.072
C -1.653 -4.060 0.599
C -1.838 -3.426 1.981
C -1.465 -4.282 3.191
O -2.160 -2.286 2.112
H -1.458 -3.339 -0.131
H -2.599 -4.632 0.372
H -0.859 -4.815 0.628
H -0.730 -5.001 2.905
H -2.362 -4.748 3.615
H -1.010 -3.613 3.938
```


Question: Number 4 is which compound?
Answer: C33H72O14